Entry 1:
A structure of composition C12H16F6N3O7PTa. Source: the OMol25 dataset; level of theory: wB97M-V/def2-TZVPD.

The geometry in XYZ format:
```
46
Properties=species:S:1:pos:R:3:forces:R:3:mulliken_spin:R:1
Ta 0.86609 0.48691 1.86286 0.734 -0.394 0.171 0.923
O 1.15554 1.73289 5.87604 0.004 0.000 -0.031 0.000
C 1.02477 1.67692 4.62068 -0.091 -0.198 -0.091 0.006
O 1.00554 0.60985 3.93425 -0.054 -0.328 0.232 0.001
C 0.86863 2.92530 3.85184 0.009 0.379 0.181 0.021
C 0.81320 4.21565 4.34802 -0.007 -0.103 -0.007 -0.007
C 0.63876 5.25252 3.43000 -0.012 0.067 -0.054 0.021
C 0.51914 4.95963 2.07436 -0.039 -0.037 0.047 0.002
C 0.58713 3.62976 1.67663 -0.057 0.309 -0.079 -0.007
N 0.77165 2.63735 2.54800 0.017 -0.087 0.151 -0.031
C 0.48530 3.05251 0.31135 0.090 -0.216 0.044 0.049
O 0.25824 3.68061 -0.77371 0.055 -0.001 -0.011 0.026
O 0.64863 1.81006 0.26882 -0.268 0.057 -0.311 -0.041
H 1.23262 0.87489 6.34828 0.002 -0.008 -0.010 0.000
H 0.89935 4.41365 5.41017 0.001 -0.031 0.007 0.000
H 0.58884 6.28010 3.77143 0.004 -0.004 0.001 -0.001
H 0.37316 5.76532 1.36444 -0.003 -0.019 -0.020 0.002
H 0.13337 4.64535 -0.71576 -0.004 0.006 -0.015 -0.001
C -0.13330 -2.13193 -6.02018 0.010 -0.009 -0.010 0.000
C -0.92937 -2.65455 -4.86591 0.026 0.017 0.058 0.000
N -0.92033 -2.33806 -3.62955 0.032 -0.012 -0.063 0.000
O -0.06258 -1.36758 -3.20678 -0.169 -0.152 -0.244 0.000
C -1.90450 -3.75942 -5.17831 -0.027 -0.012 0.017 0.000
C -1.73664 -4.78790 -6.27321 0.006 0.009 -0.006 0.000
N -2.92221 -3.80659 -4.45887 -0.005 0.042 -0.011 0.000
O -3.84716 -3.84457 -3.79707 0.011 -0.025 0.000 0.000
H 0.34123 -1.17452 -5.80904 -0.004 0.000 0.008 0.000
H -0.77714 -1.97050 -6.88460 -0.002 -0.007 -0.007 0.000
H 0.64682 -2.84117 -6.30386 0.000 0.008 0.000 0.000
H 0.41779 -1.00537 -3.97030 0.049 0.007 0.018 0.000
H -1.64573 -4.26429 -7.22485 -0.007 -0.003 -0.003 0.000
H -2.58202 -5.46961 -6.31761 -0.001 -0.001 0.003 0.000
H -0.82215 -5.34739 -6.07418 0.003 0.003 -0.004 0.000
F 0.02451 -0.63048 0.66662 -0.222 0.157 0.101 0.007
P 0.43867 -3.05849 2.88800 -0.104 -0.113 0.245 0.001
F 1.07255 -3.78702 1.70409 -0.007 0.083 -0.203 0.000
F -0.38320 -1.80192 3.36344 -0.438 0.052 -0.156 0.005
F 1.55620 -1.78656 2.45800 0.088 0.542 -0.023 0.002
F 1.16430 -3.50447 4.13008 -0.019 0.032 -0.111 0.000
F -0.84704 -3.88620 2.80969 0.158 -0.013 0.172 0.000
C 4.05405 1.11446 1.42272 -0.065 -0.004 -0.210 0.015
O 2.83737 0.22838 1.42378 0.220 -0.068 0.225 0.009
H 4.67484 0.79589 0.59092 0.009 0.012 0.000 -0.001
H 4.54831 0.98532 2.38062 0.011 0.004 -0.003 0.000
H 3.69170 2.12574 1.27491 0.004 0.011 -0.003 -0.005
H 3.11907 -0.70738 1.47328 0.058 0.049 0.004 0.002
```
Positions in Å, forces in eV/Å.

## Properties
LUMO level (spin up / spin down): -13.966 / -14.057 eV
orbital gap (spin up / spin down): 5.48 / 5.39 eV
energy above the lowest of the compared OMol25 structures with the same formula, charge and spin: 39.8 kcal per mole
charge: +4
multiplicity: 2
HOMO energy (spin up / spin down): -19.44 / -19.44 eV

Entry 2:
A structure of composition C12H16FeN. Source: the OMol25 dataset; level of theory: wB97M-V/def2-TZVPD.

The geometry in XYZ format:
```
30
Properties=species:S:1:pos:R:3:forces:R:3:mulliken_spin:R:1
N 0.99258 3.04528 1.04417 1.117 0.380 0.403 0.003
H 1.19027 3.37736 1.98404 0.128 -0.058 -0.121 -0.001
H 1.20778 3.80353 0.39623 -0.033 -0.259 0.186 -0.002
H 1.62002 2.26699 0.83965 -0.253 0.144 0.078 -0.003
C -1.47420 2.55870 -0.39927 0.292 0.714 0.211 -0.011
C -1.53882 1.18642 -0.89537 -0.260 -0.795 -0.729 0.659
C -1.44720 0.05679 -0.07651 -1.007 -0.557 1.083 -0.009
C -1.78651 -1.33654 -0.44478 -1.851 0.812 0.524 0.065
C -1.44834 -2.19701 0.65885 -1.560 0.207 1.171 0.060
C -0.83428 -1.38213 1.70117 -1.850 -0.170 0.797 0.063
C -0.79505 -0.01745 1.24881 -2.141 0.656 0.403 0.047
Fe 0.12233 -1.19835 -0.02879 -0.226 0.634 -0.214 2.812
C 2.05076 -1.16147 0.39333 1.719 -0.366 -0.895 0.040
C 1.71043 -0.20464 -0.64758 1.661 -0.521 -0.874 0.038
C 1.07607 -0.93785 -1.73790 1.824 -0.427 -0.681 0.052
C 1.02966 -2.34072 -1.36270 1.953 -0.074 -0.749 0.034
C 1.62633 -2.47669 -0.04595 1.827 -0.442 -0.907 0.021
H -1.12748 3.18111 -1.23090 -0.028 0.389 0.114 0.023
H -2.47086 2.92829 -0.10757 -0.011 0.126 0.098 0.040
H -0.75441 2.69299 0.43977 -1.058 -0.208 -0.771 -0.006
H -1.81505 1.03767 -1.94217 -0.039 -0.054 0.216 0.026
H -2.31467 -1.57792 -1.36600 0.254 -0.136 0.298 -0.008
H -1.68164 -3.25678 0.70431 0.243 0.212 0.076 0.011
H -0.52416 -1.70878 2.68740 0.043 -0.125 -0.248 0.024
H -0.47174 0.86964 1.77782 0.126 -0.277 0.072 -0.007
H 2.59722 -0.95318 1.30945 -0.296 0.010 -0.155 0.012
H 1.97711 0.84724 -0.67450 -0.197 -0.220 0.052 -0.008
H 0.78618 -0.52997 -2.70403 -0.087 -0.059 0.402 0.006
H 0.70054 -3.15750 -1.99597 -0.145 0.188 0.208 0.003
H 1.79712 -3.41503 0.47498 -0.145 0.278 -0.048 0.015
```
Positions in Å, forces in eV/Å.

## Properties
LUMO level (spin up / spin down): 3.529 / 3.477 eV
orbital gap (spin up / spin down): 3.90 / 5.87 eV
charge: -1
multiplicity: 5
HOMO energy (spin up / spin down): -0.37 / -2.39 eV

Entry 3:
A structure of composition C12H16MnO14. Source: the OMol25 dataset; level of theory: wB97M-V/def2-TZVPD.

The geometry in XYZ format:
```
43
Properties=species:S:1:pos:R:3:forces:R:3:mulliken_spin:R:1
Mn 0.41447 0.09769 0.17896 1.054 1.752 2.298 1.959
C 3.01038 2.76008 2.15519 -3.089 -4.457 -4.391 0.034
C 3.06082 3.10195 3.46131 3.215 5.864 2.369 -0.012
C 2.09574 2.51771 4.50330 0.585 1.647 5.515 -0.009
O 2.14415 2.79907 5.77013 0.775 -0.421 -4.410 0.009
C 1.03198 1.69883 4.12348 -1.606 -1.773 -4.304 0.013
C 0.93794 1.33730 2.74489 2.492 1.294 1.427 -0.011
C 2.02201 1.79865 1.75494 0.971 2.377 3.396 -0.032
O 1.82538 1.35254 0.58780 -0.069 -0.903 -2.423 -0.024
O 0.09798 0.60923 2.11029 -1.474 -1.382 -0.511 -0.014
O 3.84568 4.13933 3.66143 -2.714 -3.686 0.997 0.052
H 3.60711 3.19277 1.36582 0.300 0.146 0.370 -0.001
H 0.26030 1.42430 4.82742 0.166 -0.047 0.110 0.000
C -3.99547 -1.85962 -3.33399 -1.992 -2.040 -1.312 0.312
C -2.99182 -1.28032 -2.63501 0.419 4.801 2.052 0.101
C -1.61310 -1.90258 -2.58757 2.937 0.456 1.981 -0.088
O -0.69240 -1.32316 -1.85930 -1.597 -0.193 -0.739 -0.008
C -1.29381 -3.08863 -3.23890 -3.107 1.247 -0.465 0.205
C -2.37641 -3.69103 -4.03708 1.338 -0.833 -0.044 -0.038
C -3.79529 -3.06271 -4.09353 -1.167 -0.477 -2.211 0.019
O -4.68170 -3.44338 -4.90342 2.292 0.526 2.150 0.225
O -2.14453 -4.68276 -4.69158 -0.485 -0.417 -0.398 0.008
O -3.28556 -0.09863 -2.10944 1.895 -3.540 -0.664 0.280
H -5.01049 -1.49403 -3.38384 0.098 0.506 0.214 -0.014
H -0.28865 -3.48366 -3.23888 -0.163 -0.102 -0.034 0.006
O 1.94007 -0.73676 -0.90819 0.065 -0.486 -0.386 0.007
H 2.73943 -0.29009 -1.18700 0.109 0.748 0.212 -0.001
H 2.13504 -1.66761 -1.01655 -0.473 -0.406 -0.032 0.001
O 0.28789 1.29010 -1.42040 0.106 0.708 -1.094 0.005
H 0.08778 2.21658 -1.28686 -0.171 -0.021 0.548 0.001
H 0.27388 1.17610 -2.37068 -0.086 -0.912 -0.229 0.003
O 2.39745 -1.12369 1.76126 0.247 -0.208 0.274 0.004
H 2.65887 -1.02434 2.67670 0.150 0.207 0.413 0.000
H 2.96494 -1.81656 1.42345 0.227 -0.166 -0.036 0.000
O -1.52213 0.26751 0.19759 -0.896 0.180 0.142 0.003
H -2.00147 0.12115 -0.61792 -0.346 -0.188 -1.566 -0.004
H -2.20355 0.35459 0.86416 0.409 0.072 0.738 0.001
O 0.04568 -1.70075 0.92765 -0.316 -1.384 0.085 0.001
H 0.05204 -1.88975 1.86598 0.287 0.599 0.501 0.001
H -0.27921 -2.50509 0.52303 -0.268 0.047 -0.851 0.004
O -0.56568 2.92045 0.40368 -0.123 0.137 -0.185 0.002
H -0.23524 3.64138 -0.13233 0.123 0.631 0.189 0.000
H -0.96030 3.34785 1.16383 -0.117 0.095 0.304 0.000
```
Positions in Å, forces in eV/Å.

## Properties
LUMO level (spin up / spin down): -2.053 / -3.044 eV
orbital gap (spin up / spin down): 5.94 / 4.81 eV
multiplicity: 4
HOMO energy (spin up / spin down): -8.00 / -7.85 eV

Entry 4:
The ion C12H16N with charge +1. Source: the OMol25 dataset; level of theory: wB97M-V/def2-TZVPD.

The geometry in XYZ format:
```
29
Properties=species:S:1:pos:R:3:forces:R:3:mulliken_charge:R:1
C -0.93880 0.63093 2.79015 1.539 0.080 -2.353 0.433
C -0.23539 0.66741 1.80012 -1.835 -0.611 1.932 -1.130
C 0.56215 0.83205 0.60245 -0.071 -1.352 0.850 -0.602
N 1.90899 1.25162 1.08078 1.618 -1.577 -1.761 -0.083
C 2.01655 2.28012 2.05530 1.358 2.723 2.997 -0.917
C 0.70210 -0.48024 -0.28280 0.050 0.605 4.252 0.693
C 1.79205 -0.37549 -1.24074 1.970 1.018 1.117 -1.811
C -0.62257 -0.78929 -0.82126 -0.830 -0.268 0.255 0.278
C -1.60180 0.12768 -1.19607 -0.238 0.472 -2.486 -0.219
C -2.80155 -0.34173 -1.73615 -1.491 0.713 -0.007 -0.501
C -3.12276 -1.71008 -1.75279 4.021 1.876 1.283 -0.627
C -2.14311 -2.59700 -1.34519 0.830 0.709 0.706 -0.659
C -0.90555 -2.12295 -0.82490 -0.945 -2.349 -0.635 -0.212
H -1.59916 0.63847 3.60220 -0.431 -0.104 0.704 0.487
H 0.09669 1.65512 0.12705 0.036 0.969 -1.162 0.349
H 2.48026 1.33059 0.20450 -0.404 0.977 0.839 0.363
H 2.40413 0.46052 1.48441 -0.458 -0.761 0.256 0.454
H 1.37580 2.18119 2.97099 0.403 -0.613 -1.233 0.306
H 3.06716 2.41729 2.45180 -0.952 -0.727 -0.665 0.368
H 1.80980 3.25418 1.67420 -0.512 0.553 -0.739 0.387
H 0.90478 -1.25829 0.52675 -0.002 0.706 -1.047 0.395
H 1.45685 0.25210 -1.98400 -0.179 2.067 -1.835 0.544
H 2.79962 -0.10151 -0.83053 -0.773 0.142 -0.286 0.435
H 2.03454 -1.22212 -1.76003 0.174 -2.735 -1.025 0.441
H -1.37774 1.16164 -1.53110 0.065 -0.449 1.063 0.272
H -3.56775 0.40299 -2.14347 1.275 -1.098 0.668 0.292
H -4.00756 -2.05155 -2.06541 -3.276 -1.119 -1.311 0.544
H -2.35822 -3.63988 -1.39897 0.080 -0.630 0.113 0.416
H -0.12951 -2.85379 -0.45729 -1.023 0.784 -0.490 0.304
```
Positions in Å, forces in eV/Å.

## Properties
SMILES: C#C[C@@H]([NH2+]C)[C@H](C)c1ccccc1
LUMO level: -3.100 eV
orbital gap: 9.18 eV
energy above the lowest of the compared OMol25 structures with the same formula, charge and spin: 48.9 kcal per mole
charge: +1
HOMO energy: -12.28 eV

Entry 5:
A cluster of 2 separate species, C12H16N2 in total. Source: the OMol25 dataset; level of theory: wB97M-V/def2-TZVPD.

The geometry in XYZ format:
```
30
Properties=species:S:1:pos:R:3:forces:R:3:mulliken_spin:R:1
C 4.39311 0.86670 0.91934 -0.234 0.976 -0.149 -0.106
C 1.24450 1.09552 3.01294 -1.442 0.367 0.417 0.012
C 0.30288 0.59004 2.14554 0.146 -0.120 0.399 0.030
C 2.57933 1.15549 2.60894 1.727 0.451 0.423 0.468
C 2.93210 0.80758 1.32893 0.187 -1.025 -1.375 -0.276
C 0.67458 0.12852 0.88224 -2.255 -0.577 -0.130 0.194
C 1.96691 0.32065 0.42512 2.902 0.675 0.396 0.390
H 0.96717 1.44386 3.99973 -0.156 -0.004 0.076 -0.065
H -0.71525 0.51817 2.50530 -0.240 -0.179 -0.113 0.034
H 3.34312 1.59065 3.24732 -0.024 -0.091 0.127 0.074
H 0.00323 -0.48223 0.28949 -0.233 0.217 0.082 0.084
H 5.08013 0.56940 1.71108 -0.125 -0.188 0.186 -0.019
H 4.64007 1.91331 0.69311 0.132 -0.059 -0.033 0.024
H 2.31649 0.02584 -0.55497 -0.167 -0.163 -0.169 0.029
H 4.62655 0.29735 0.02342 -0.157 -0.204 -0.091 0.014
C -1.51226 -1.71087 -2.19696 1.535 -0.762 -0.703 0.002
C -1.93164 -1.35434 -3.63822 -1.448 -0.618 0.614 0.051
C -2.13465 -0.93791 -1.11211 -2.319 -0.388 0.239 0.062
C -2.61142 0.32515 -1.22824 0.321 1.410 0.187 0.109
C -2.96316 -0.40887 0.78839 -0.943 0.530 0.349 0.002
N -2.53049 -1.44882 0.13832 1.545 0.500 -0.489 0.000
N -3.15357 0.68569 -0.00738 0.696 -0.454 -0.097 -0.021
H -1.63749 -2.79521 -2.16095 -0.562 0.090 0.743 -0.003
H -0.43097 -1.64203 -2.02268 0.125 0.233 -0.404 0.012
H -3.02044 -1.21524 -3.56698 0.128 0.476 -0.142 -0.017
H -2.43967 1.12832 -1.92874 -0.099 -0.385 -0.359 -0.002
H -3.13281 -0.33302 1.85004 -0.346 -0.329 0.031 -0.015
H -3.43844 1.62948 0.23798 0.295 -0.608 0.122 -0.066
H -1.91349 -2.26454 -4.24124 0.716 0.213 -0.294 0.003
H -1.50443 -0.49861 -4.14878 0.293 0.019 0.155 -0.004
```
Positions in Å, forces in eV/Å.

## Properties
LUMO level (spin up / spin down): 3.346 / 3.227 eV
orbital gap (spin up / spin down): 2.02 / 7.01 eV
energy above the lowest of the compared OMol25 structures with the same formula, charge and spin: 16.2 kcal per mole
charge: -1
multiplicity: 2
HOMO energy (spin up / spin down): 1.33 / -3.78 eV

Entry 6:
A cluster of 2 separate species, C12H16N2 in total. Source: the OMol25 dataset; level of theory: wB97M-V/def2-TZVPD.

The geometry in XYZ format:
```
30
Properties=species:S:1:pos:R:3:forces:R:3:mulliken_charge:R:1
C 0.00717 3.12666 0.72462 0.448 -1.382 0.489 -1.041
C -1.18798 2.53603 -0.02372 -0.075 0.998 0.284 -0.229
C -0.78107 1.69581 -1.17855 0.352 -0.169 0.133 0.518
C 0.25143 1.88871 -2.05177 -0.354 0.818 -0.304 -0.559
N 0.20202 0.82898 -2.91956 0.944 -0.401 -0.405 -0.071
C -0.75925 -0.00690 -2.48505 -0.578 0.195 0.149 -0.372
N -1.38393 0.50727 -1.45910 -0.621 -0.632 0.299 -0.559
H -0.27564 3.63833 1.64450 -0.050 0.492 -0.342 0.368
H 0.71379 3.66080 0.09858 -0.262 0.579 -0.042 0.308
H 0.60292 2.27648 1.08060 0.007 -0.031 0.005 0.191
H -1.79699 1.98045 0.68218 0.002 -0.433 -0.060 0.155
H -1.84029 3.35567 -0.33132 -0.056 0.052 -0.278 0.271
H 0.81327 2.78193 -2.27753 0.294 -0.236 0.186 0.371
H 0.94123 0.56757 -3.55577 -0.236 0.176 -0.032 0.219
H -1.03640 -0.92252 -2.97972 0.203 -0.092 0.016 0.445
C -1.34857 -1.32096 2.30641 -0.067 0.778 -1.337 -1.418
C -0.16127 -1.69103 1.44998 0.248 -0.665 1.058 1.054
C -0.24189 -2.78547 0.59548 -0.229 0.309 -0.283 -0.512
C 0.78578 -3.09503 -0.28216 -0.067 0.183 -0.191 -0.474
C 1.96919 -2.36944 -0.23453 -0.198 0.259 0.290 -0.523
C 2.10595 -1.37741 0.72675 -0.013 0.103 0.045 -0.525
C 1.05365 -1.02466 1.56370 -0.118 0.041 -0.716 -0.342
H -1.82584 -0.49181 1.75679 -0.090 -0.052 0.371 0.226
H -1.11292 -0.96452 3.30535 0.092 -0.232 0.055 0.356
H -2.07544 -2.12230 2.28851 -0.106 -0.198 0.398 0.388
H -1.17731 -3.33196 0.54231 0.056 -0.051 -0.005 0.259
H 0.59677 -3.84584 -1.03678 0.241 -0.164 0.003 0.384
H 2.78252 -2.47150 -0.93444 0.022 -0.483 -0.146 0.402
H 3.05596 -0.86985 0.78697 0.051 0.265 0.069 0.358
H 1.12315 -0.15352 2.19726 0.161 -0.027 0.293 0.350
```
Positions in Å, forces in eV/Å.

## Properties
SMILES: CCc1c[nH]cn1.Cc1ccccc1
LUMO level: 0.845 eV
orbital gap: 9.38 eV
energy above the lowest of the compared OMol25 structures with the same formula, charge and spin: 9.5 kcal per mole
HOMO energy: -8.53 eV

no.,electronic energy (Eh)
1,-2153.97604
2,-1785.10958
3,-2671.02403
4,-521.24559
5,-576.29221
6,-576.36478